Entry 1
The following is a DFT calculation (the ωB97M-V functional and the def2-TZVPD basis) of a structure of composition C5H9N2.

Computed properties:
Highest occupied orbital energy, hartree: -0.5514
Molar mass, g/mol: 97.141
Net charge: +1
Kohn-Sham gap, eV: 9.008

Cartesian coordinates (Å):
C1 -0.698 0.894 1.066
C2 -0.674 -0.388 1.349
C3 -0.858 -1.194 2.473
C4 1.207 -0.024 -2.351
C5 0.319 0.956 -1.586
N1 -0.211 -0.786 -0.062
N2 -0.082 0.371 -0.365
H1 -0.852 1.844 1.629
H2 -1.692 -1.863 2.614
H3 -0.949 -0.597 3.412
H4 0.047 -1.737 2.828
H5 2.075 -0.307 -1.547
H6 0.699 -0.826 -2.878
H7 1.662 0.626 -3.076
H8 -0.707 1.050 -2.113
H9 0.713 1.981 -1.391

Entry 2
The following is a DFT calculation (the ωB97M-V functional and the def2-TZVPD basis) of the ion C5H9N2 with charge +1.

Computed properties:
Structure (SMILES): [H]/N=C(\CC)[N+]#CC
Highest occupied orbital energy, hartree: -0.5313
Molar mass, g/mol: 97.141
Net charge: +1
Kohn-Sham gap, eV: 9.384

Cartesian coordinates (Å):
C1 -1.169 -0.960 0.853
C2 0.328 -0.506 -1.148
C3 -2.036 -1.037 1.872
C4 1.121 1.726 -0.364
C5 1.536 0.239 -0.514
N1 0.096 -0.841 -2.317
N2 -0.631 -0.781 -0.194
H1 -3.040 -0.791 1.502
H2 -1.629 -0.421 2.668
H3 -2.101 -1.960 2.231
H4 0.098 1.792 -0.202
H5 1.512 2.248 -1.243
H6 0.559 -0.577 -3.090
H7 1.519 -0.267 0.433
H8 2.369 0.035 -1.053
H9 1.469 2.101 0.567

Entry 3
The following is a DFT calculation (the ωB97M-V functional and the def2-TZVPD basis) of the ion C5H9N2 with charge +1.

Computed properties:
Structure (SMILES): CC/N=[N+]1C=C/1C
Highest occupied orbital energy, hartree: -0.5469
Molar mass, g/mol: 97.141
Net charge: +1
Kohn-Sham gap, eV: 10.390

Cartesian coordinates (Å):
C1 -2.099 -1.009 -0.010
C2 -1.462 0.136 -0.111
C3 -1.441 1.569 0.113
C4 1.817 0.341 -0.055
C5 1.554 -1.177 0.095
N1 -0.755 -1.146 0.015
N2 0.298 -1.779 0.064
H1 -3.014 -1.657 -0.118
H2 -0.507 2.015 -0.042
H3 -1.802 1.799 1.097
H4 -2.178 1.934 -0.706
H5 0.941 0.744 -0.781
H6 1.618 0.866 0.826
H7 2.857 0.603 -0.483
H8 2.016 -1.544 0.918
H9 2.158 -1.694 -0.821

Entry 4
The following is a DFT calculation (the ωB97M-V functional and the def2-TZVPD basis) of the ion C5H9N2 with charge +1.

Computed properties:
Structure (SMILES): CCc1c[nH]c[nH+]1
Highest occupied orbital energy, hartree: -0.5172
Molar mass, g/mol: 97.141
Net charge: +1
Kohn-Sham gap, eV: 10.682

Cartesian coordinates (Å):
C1 0.732 1.773 -1.116
C2 1.168 0.887 0.052
C3 0.318 -0.255 0.308
C4 0.369 -1.427 1.013
N1 -0.954 -1.824 1.065
C5 -1.678 -1.244 0.138
N2 -0.895 -0.311 -0.420
H1 1.588 2.233 -1.566
H2 0.267 1.062 -1.888
H3 -0.190 2.220 -0.754
H4 2.275 0.665 -0.023
H5 1.152 1.425 1.066
H6 1.096 -1.727 1.714
H7 -1.456 -2.241 1.834
H8 -2.662 -1.399 -0.171
H9 -1.130 0.162 -1.252

Of them, entry 4 has the highest stability.

Entry 1
The following is a DFT calculation (the ωB97M-V functional and the def2-TZVPD basis) of a cluster of 2 separate species, C5H9N2 in total.

Computed properties:
Highest occupied orbital energy, hartree: -0.4784
Molar mass, g/mol: 97.141
Net charge: +1
Kohn-Sham gap, eV: 8.673

Cartesian coordinates (Å):
C1 -0.090 -1.062 0.198
C2 0.408 2.205 -0.291
C3 0.579 1.044 -0.993
C4 0.634 3.513 -1.030
C5 -0.998 -3.162 0.772
N1 0.229 -0.147 -0.446
N2 -0.377 -3.776 1.745
H1 -0.007 2.178 0.693
H2 0.885 1.074 -2.018
H3 1.409 3.379 -1.789
H4 -0.330 3.680 -1.518
H5 0.894 4.398 -0.546
H6 -0.908 -3.129 -0.262
H7 -1.906 -2.588 0.979
H8 0.506 -4.149 1.878
H9 -0.930 -3.458 2.627

Entry 2
The following is a DFT calculation (the ωB97M-V functional and the def2-TZVPD basis) of the ion C5H9N2 with charge +1.

Computed properties:
Structure (SMILES): C#[N+][C@]1(C)CN1C
Highest occupied orbital energy, hartree: -0.5083
Molar mass, g/mol: 97.141
Net charge: +1
Kohn-Sham gap, eV: 9.104

Cartesian coordinates (Å):
C1 -1.631 -1.109 2.180
C2 1.172 -0.442 0.938
C3 -0.237 -0.693 0.248
C4 -0.564 -1.056 -1.223
C5 0.277 1.745 -0.137
N1 -1.014 -1.235 1.249
N2 0.073 0.590 0.789
H1 -2.065 -1.171 3.178
H2 1.163 -0.936 1.886
H3 2.112 -0.403 0.449
H4 -1.302 -1.814 -1.119
H5 0.234 -1.608 -1.630
H6 -0.748 -0.109 -1.620
H7 -0.804 2.120 -0.382
H8 0.855 2.612 0.279
H9 0.793 1.404 -1.081

Of them, entry 1 has the highest stability.

Entry 1
The following is a DFT calculation (the ωB97M-V functional and the def2-TZVPD basis) of a cluster of 2 separate species, CH3ClF2Si in total.

Computed properties:
Highest occupied orbital energy, hartree: -0.3508
Molar mass, g/mol: 116.570
Kohn-Sham gap, eV: 9.222

Cartesian coordinates (Å):
C1 -1.206 -0.199 0.015
F1 -1.598 -1.293 -0.663
F2 -1.464 -0.464 1.413
Si1 1.373 0.190 -0.072
Cl1 -2.129 1.152 -0.626
H1 1.744 0.058 1.405
H2 1.560 1.490 -0.701
H3 1.719 -0.935 -0.771

Entry 2
The following is a DFT calculation (the ωB97M-V functional and the def2-TZVPD basis) of a cluster of 2 separate species, CH3ClF2Si in total.

Computed properties:
Highest occupied orbital energy (spin up / spin down), hartree: -0.3881 / -0.2746
Molar mass, g/mol: 116.570
Kohn-Sham gap (spin up / spin down), eV: 9.904 / 5.580

Cartesian coordinates (Å):
C1 0.246 1.643 0.524
F1 1.553 1.999 0.287
F2 -0.498 2.237 -0.474
Si1 -0.345 -2.007 -0.567
Cl1 -0.076 2.348 2.126
H1 0.395 -0.766 -0.680
H2 -1.754 -2.064 -0.752
H3 0.481 -3.389 -0.463

Of them, entry 1 has the highest stability.